Entry 1:
{
  "formula": "C25H35ClN4O5",
  "method": "wB97M-V/def2-TZVPD",
  "species": ["C", "C", "O", "C", "C", "H", "H", "C", "N", "C", "O", "C", "H", "H", "C", "C", "O", "N", "C", "N", "O", "C", "C", "H", "C", "H", "H", "H", "H", "H", "H", "C", "C", "C", "C", "C", "C", "C", "Cl", "H", "H", "H", "H", "H", "C", "O", "N", "H", "C", "C", "H", "H", "H", "C", "H", "H", "H", "C", "H", "H", "H", "H", "H", "H", "H", "H", "H", "H", "H", "H"],
  "xyz": [[1.60376, 4.08837, -4.32252], [0.09472, 4.23811, -4.21636], [-0.39948, 3.21057, -3.38656], [-1.79465, 3.24848, -3.19630], [-2.19096, 2.10015, -2.27574], [-3.27719, 2.07842, -2.19000], [-1.87436, 1.15832, -2.72736], [-1.52828, 2.22860, -0.89028], [-1.06320, 0.95129, -0.39730], [0.15883, 0.43721, -0.64244], [0.42508, -0.71576, -0.31629], [1.18918, 1.34585, -1.28306], [1.31661, 2.24141, -0.66932], [0.80992, 1.66359, -2.25674], [2.54777, 0.65239, -1.45584], [3.35808, 0.70875, -0.17078], [4.32837, 1.41925, -0.02920], [2.85176, -0.09844, 0.80536], [3.28686, -0.15530, 2.10557], [2.57264, -0.77572, 3.01771], [3.25049, -0.66148, 4.19253], [4.38335, 0.03682, 3.99010], [4.46827, 0.39270, 2.67748], [5.22419, 0.95164, 2.17160], [5.28037, 0.27577, 5.14652], [6.12579, 0.88086, 4.83471], [5.64105, -0.67242, 5.54246], [4.74054, 0.78740, 5.94163], [2.00462, -0.62761, 0.58840], [2.38878, -0.38674, -1.74793], [3.12105, 1.16219, -2.23006], [-2.07828, 0.04517, 0.12388], [-2.00428, -0.16164, 1.61241], [-0.86521, 0.11376, 2.36014], [-0.82260, -0.13348, 3.72079], [-1.93236, -0.64569, 4.36876], [-3.08634, -0.91241, 3.65161], [-3.11306, -0.67617, 2.28861], [-4.56258, -1.04891, 1.40976], [-3.96282, -1.30724, 4.14098], [-1.90566, -0.84004, 5.42967], [0.08701, 0.06340, 4.26480], [0.00820, 0.51610, 1.87546], [-3.05253, 0.47988, -0.12322], [-2.02351, -1.27383, -0.71319], [-2.18674, -1.19759, -1.91305], [-1.87140, -2.39550, -0.00514], [-1.56077, -2.29708, 0.94954], [-1.74747, -3.73738, -0.57779], [-0.54206, -3.78694, -1.51854], [-0.70429, -3.11411, -2.35551], [0.35324, -3.46801, -0.99045], [-0.39707, -4.79563, -1.89585], [-3.03572, -4.07413, -1.33080], [-2.97162, -5.07244, -1.75474], [-3.18971, -3.35894, -2.13328], [-3.88835, -4.03131, -0.65664], [-1.55069, -4.69689, 0.59465], [-0.63346, -4.46052, 1.13033], [-1.48412, -5.71931, 0.23290], [-2.38847, -4.62979, 1.28591], [-2.22976, 2.63662, -0.15730], [-0.68371, 2.91128, -0.96325], [-2.31080, 3.15012, -4.16326], [-2.08589, 4.21560, -2.75359], [-0.16633, 5.21973, -3.78898], [-0.37001, 4.16987, -5.21232], [2.00932, 4.86832, -4.96024], [2.05643, 4.16218, -3.33741], [1.84951, 3.11829, -4.74562]],
  "forces_ev_per_angstrom": [[-0.46, -0.02, 0.07], [0.15, 0.18, -0.13], [0.09, -0.13, 0.07], [-0.35, -0.04, 0.07], [0.27, 0.33, -0.17], [-0.04, -0.07, -0.03], [-0.09, 0.01, 0.01], [-0.08, 0.22, -0.36], [-0.13, -0.28, 0.33], [0.13, 0.51, -0.01], [0.05, -0.22, -0.05], [0.19, -0.29, -0.13], [-0.10, 0.08, -0.08], [-0.01, 0.10, 0.10], [-0.03, 0.12, 0.03], [-0.17, -0.14, -0.39], [0.22, 0.18, 0.05], [-0.41, -0.42, 0.11], [0.41, 0.07, 1.03], [-0.65, -0.11, -1.08], [0.65, 0.22, 0.54], [0.02, 0.18, -0.71], [-0.11, -0.18, 0.48], [0.18, 0.12, -0.03], [-0.24, -0.15, 0.01], [0.04, 0.02, 0.01], [0.07, -0.02, 0.04], [0.03, 0.06, 0.06], [0.15, 0.12, -0.10], [0.02, 0.03, -0.04], [0.01, -0.04, 0.11], [0.19, -0.26, -0.29], [-0.22, 0.10, 0.18], [-0.10, -0.02, 0.00], [0.02, 0.02, 0.05], [-0.03, 0.01, -0.05], [-0.04, -0.04, 0.00], [0.22, 0.08, 0.07], [-0.21, 0.00, 0.00], [-0.09, -0.04, 0.02], [0.00, -0.02, 0.10], [0.11, 0.01, 0.04], [0.09, 0.03, -0.06], [0.15, -0.09, 0.00], [-0.25, 0.31, 0.61], [-0.02, -0.01, -0.47], [-0.04, -0.36, 0.23], [-0.01, 0.09, -0.08], [-0.07, -0.17, -0.23], [-0.13, 0.07, 0.09], [0.03, 0.03, -0.09], [0.13, 0.00, 0.04], [0.02, -0.15, -0.04], [0.14, 0.07, 0.06], [0.01, -0.15, -0.05], [-0.04, 0.01, -0.08], [-0.10, -0.02, 0.08], [-0.06, 0.20, -0.18], [0.13, 0.00, 0.09], [0.02, -0.09, -0.04], [-0.10, -0.01, 0.09], [0.12, 0.02, -0.02], [-0.05, 0.00, 0.08], [0.04, 0.05, 0.11], [0.03, -0.04, -0.08], [0.00, -0.11, -0.07], [0.02, 0.03, 0.11], [0.09, 0.07, -0.06], [0.09, 0.03, 0.09], [0.07, -0.09, -0.07]],
  "smiles": "CCOCCCN(C(=O)CCC(=O)Nc1cc(C)on1)[C@@H](C(=O)NC(C)(C)C)c1ccccc1Cl",
  "homo_lumo_gap_ha": 0.35691,
  "charge": 0,
  "multiplicity": 1,
  "relative_energy_kcal_mol": 0.47
}

---

Entry 2:
{
  "formula": "C18H40BBrI2O6",
  "method": "wB97M-V/def2-TZVPD",
  "species": ["C", "C", "C", "Br", "B", "I", "C", "C", "C", "I", "H", "H", "H", "H", "H", "H", "H", "H", "H", "H", "H", "H", "C", "O", "C", "C", "O", "C", "C", "O", "C", "H", "H", "H", "H", "H", "H", "H", "H", "H", "H", "H", "H", "H", "H", "C", "O", "C", "C", "O", "C", "C", "O", "C", "H", "H", "H", "H", "H", "H", "H", "H", "H", "H", "H", "H", "H", "H"],
  "xyz": [[1.23840, 1.53994, 4.89162], [2.18538, 2.70673, 4.60443], [2.26154, 3.06968, 3.13785], [3.57798, 4.52216, 2.91427], [2.74362, 2.00971, 2.07091], [3.78287, 0.19141, 2.56697], [2.49428, 2.26993, 0.54014], [3.83635, 2.58485, -0.15780], [3.79733, 2.25790, -1.65368], [5.66102, 1.43026, -2.33342], [1.78132, 0.60774, 4.97689], [0.71957, 1.70744, 5.82815], [0.49661, 1.41429, 4.10693], [1.81059, 3.58002, 5.13398], [3.18257, 2.53935, 4.99246], [1.33074, 3.50004, 2.78443], [2.03296, 1.39410, 0.09168], [1.83825, 3.12668, 0.41293], [4.65653, 2.05844, 0.31373], [4.05000, 3.63993, -0.03973], [3.65106, 3.16243, -2.22373], [3.03571, 1.52655, -1.87280], [3.05272, 1.21584, -6.14205], [1.87492, 0.49643, -5.85173], [1.77328, 0.17828, -4.47585], [0.34476, -0.13893, -4.09697], [-0.46915, 1.01036, -3.90785], [-0.96039, 1.65397, -5.07491], [-2.14464, 0.95882, -5.70735], [-1.72586, -0.15311, -6.47775], [-2.79971, -1.00213, -6.80997], [3.94622, 0.64276, -5.86999], [3.06660, 1.40917, -7.21273], [3.06278, 2.17547, -5.61128], [2.12524, 1.02105, -3.86803], [2.40646, -0.69562, -4.26710], [0.36655, -0.62986, -3.12117], [-0.10379, -0.83219, -4.81046], [-0.16581, 1.81193, -5.80635], [-1.30189, 2.63308, -4.73217], [-2.66957, 1.66884, -6.36243], [-2.83369, 0.63394, -4.91770], [-3.27695, -1.40483, -5.90872], [-2.39835, -1.82855, -7.39275], [-3.55076, -0.47586, -7.41101], [-3.54908, -5.80937, 3.46788], [-3.35334, -4.42992, 3.25651], [-4.40452, -3.65005, 3.79983], [-3.98325, -2.20591, 3.95035], [-3.17744, -1.95597, 5.09293], [-1.80542, -2.31151, 5.00852], [-0.96085, -1.32370, 4.23645], [-1.11005, -1.51270, 2.84040], [-0.60330, -0.42595, 2.10686], [-4.47557, -6.15616, 2.99538], [-2.70726, -6.33362, 3.02031], [-3.58071, -6.04184, 4.53881], [-4.69895, -4.04123, 4.78129], [-5.27087, -3.70290, 3.12540], [-4.88832, -1.61646, 4.11159], [-3.50437, -1.84315, 3.03909], [-1.67888, -3.32178, 4.61538], [-1.45074, -2.30578, 6.04136], [0.09617, -1.46709, 4.50368], [-1.25827, -0.30402, 4.51400], [-1.13761, 0.50036, 2.35548], [-0.74899, -0.64110, 1.04992], [0.46799, -0.28857, 2.29869]],
  "forces_ev_per_angstrom": [[0.27, 0.03, -0.02], [-0.42, 0.42, 0.15], [0.28, -0.65, 0.11], [0.01, -0.08, -0.16], [-0.06, 0.26, -0.30], [-0.08, 0.27, 0.12], [0.52, 0.21, 0.49], [-0.13, -0.21, -0.36], [0.38, 0.16, 0.47], [-0.18, 0.06, -0.09], [0.06, -0.24, -0.05], [-0.16, -0.02, 0.14], [-0.15, 0.06, -0.07], [0.04, 0.20, 0.07], [0.22, -0.26, 0.05], [-0.21, 0.13, 0.01], [-0.08, -0.18, -0.11], [-0.31, 0.04, -0.09], [0.08, -0.22, 0.13], [0.11, 0.21, 0.11], [-0.15, 0.02, -0.36], [-0.07, -0.17, -0.20], [-0.04, -0.07, -0.04], [-0.12, 0.19, 0.05], [0.02, -0.11, -0.21], [-0.03, -0.03, 0.12], [0.02, -0.01, -0.03], [-0.01, 0.08, 0.07], [0.07, -0.07, -0.17], [0.04, -0.07, 0.18], [0.06, 0.03, -0.05], [0.03, 0.06, 0.03], [-0.01, -0.03, -0.01], [0.08, -0.02, 0.04], [0.00, 0.00, 0.02], [0.02, 0.05, 0.12], [-0.01, 0.00, 0.00], [0.04, 0.04, -0.11], [0.00, -0.11, -0.07], [0.01, 0.00, 0.01], [-0.06, 0.03, 0.08], [-0.02, 0.03, 0.01], [-0.05, 0.03, -0.02], [0.02, 0.02, -0.02], [-0.04, -0.02, 0.03], [0.02, 0.06, -0.08], [0.08, 0.04, 0.19], [0.10, -0.07, -0.17], [-0.05, 0.08, 0.04], [0.02, -0.02, -0.04], [-0.02, 0.00, 0.11], [0.05, -0.12, -0.14], [-0.21, 0.04, 0.06], [0.02, -0.07, -0.05], [-0.01, -0.03, 0.04], [0.00, 0.01, -0.02], [-0.06, -0.02, -0.01], [-0.02, 0.01, 0.02], [-0.07, 0.01, 0.08], [0.00, 0.00, 0.00], [0.07, -0.10, -0.04], [0.01, 0.02, -0.13], [-0.01, 0.00, 0.00], [-0.01, 0.07, 0.07], [0.01, 0.00, 0.03], [0.04, 0.02, 0.01], [0.01, -0.02, 0.00], [0.02, 0.05, -0.02]],
  "smiles": "CC[C@@H](Br)B(I)CCCI.COCCOCCOC.COCCOCCOC",
  "homo_lumo_gap_ha": 0.33552,
  "charge": 0,
  "multiplicity": 1
}

---

Entry 3:
{
  "formula": "C6H8N",
  "method": "wB97M-V/def2-TZVPD",
  "species": ["C", "C", "C", "C", "C", "C", "N", "H", "H", "H", "H", "H", "H", "H", "H"],
  "xyz": [[0.74855, 0.91453, 0.34385], [-0.10625, 0.17790, 1.41772], [-0.10351, -1.22304, 1.17084], [0.18882, -1.41158, -0.20514], [0.46481, 0.05533, -0.86645], [-1.31732, -0.80781, 0.12385], [-0.99852, 0.14761, -1.01761], [0.60211, 1.95759, 0.41614], [1.79376, 0.71393, 0.61480], [-0.52254, 0.64321, 2.28467], [-0.25492, -2.05341, 1.82906], [0.38286, -2.43267, -0.53826], [1.08955, 0.26154, -1.77686], [-1.07317, 1.14381, -0.76941], [-1.38932, -0.31383, -1.89652]],
  "forces_ev_per_angstrom": [[0.28, -2.51, 1.93], [0.54, -1.47, -1.48], [2.02, 2.81, 0.24], [0.91, 0.06, -0.43], [0.99, -1.90, -0.26], [-1.42, -0.84, -0.48], [0.73, 0.94, 0.07], [-0.36, 1.28, -0.84], [-0.07, 0.27, 0.03], [-0.21, 0.12, 0.35], [-0.81, -0.07, 0.28], [-0.11, 0.55, -0.46], [-0.67, -0.56, 0.88], [-2.13, -0.15, -1.18], [0.32, 1.46, 1.34]],
  "homo_lumo_gap_ha": 0.33552,
  "charge": 1,
  "multiplicity": 1,
  "relative_energy_kcal_mol": 159.24
}

---

Table of LUMO level (eV), in record order: 0.70, -0.22, -4.21